The following is a DFT calculation (ωB97M-V with the def2-TZVPD basis set) of C31H55BCaF7N10O3S as an isolated structure at a distorted geometry.

Last column: Löwdin charge in e.
Cartesian coordinates (Å):
Ca: -11.939 -2.676 14.900  1.787
C: -13.588 3.218 16.050  -0.063
C: -12.450 3.945 15.429  -0.151
N: -11.314 4.171 16.386  -0.034
C: -10.518 3.188 16.890  -0.015
C: -9.462 3.835 17.562  0.013
N: -9.703 5.159 17.533  -0.116
C: -10.898 5.356 16.866  0.037
C: -8.981 6.264 18.029  0.016
H: -13.759 3.552 17.073  0.104
H: -13.351 2.163 16.190  0.068
H: -14.514 3.281 15.479  0.100
H: -12.743 4.918 15.035  0.134
H: -12.066 3.244 14.687  0.110
H: -10.579 2.116 16.768  0.101
H: -8.626 3.464 18.137  0.147
H: -11.372 6.312 16.702  0.178
H: -8.855 6.910 17.160  0.118
H: -8.024 5.890 18.394  0.113
H: -9.477 6.629 18.928  0.129
C: -5.141 -0.212 16.099  -0.043
C: -6.459 -0.932 15.977  -0.169
N: -6.372 -2.014 15.015  -0.054
C: -5.946 -3.305 15.232  0.058
C: -6.167 -3.987 14.033  0.045
N: -6.455 -3.036 13.053  -0.088
C: -6.618 -1.834 13.715  -0.006
C: -6.689 -3.259 11.653  -0.011
H: -4.695 -0.009 15.126  0.078
H: -4.437 -0.869 16.608  0.095
H: -5.128 0.688 16.715  0.094
H: -7.290 -0.298 15.666  0.104
H: -6.876 -1.319 16.906  0.151
H: -5.619 -3.729 16.169  0.158
H: -6.060 -5.024 13.752  0.147
H: -6.894 -0.873 13.305  0.149
H: -7.553 -2.638 11.417  0.082
H: -6.973 -4.294 11.465  0.114
H: -5.744 -3.076 11.141  0.112
C: -7.731 0.369 10.565  -0.060
C: -8.317 0.130 9.187  -0.149
N: -8.055 -1.251 8.798  -0.064
C: -6.872 -1.910 8.824  -0.048
C: -7.086 -3.188 8.324  0.021
N: -8.434 -3.340 7.969  -0.054
C: -9.005 -2.090 8.266  0.050
C: -9.149 -4.556 7.545  0.048
H: -7.914 1.388 10.906  0.050
H: -6.674 0.106 10.520  0.082
H: -8.204 -0.225 11.347  0.058
H: -7.870 0.716 8.383  0.147
H: -9.380 0.362 9.126  0.107
H: -5.920 -1.439 9.025  0.148
H: -6.355 -3.945 8.081  0.155
H: -10.039 -1.796 8.164  0.153
H: -9.017 -4.786 6.488  0.123
H: -10.210 -4.380 7.720  0.102
H: -8.756 -5.301 8.237  0.113
C: -15.113 -1.381 9.644  -0.019
C: -13.595 -1.354 9.415  -0.198
N: -12.986 -0.076 9.536  -0.075
C: -13.276 1.035 8.757  0.081
C: -12.437 2.060 9.295  0.011
N: -11.694 1.584 10.307  -0.096
C: -12.008 0.233 10.444  0.014
C: -10.693 2.380 11.015  0.011
H: -15.545 -0.409 9.406  0.088
H: -15.353 -1.612 10.681  0.085
H: -15.477 -2.161 8.975  0.101
H: -13.410 -1.734 8.411  0.136
H: -13.048 -2.026 10.077  0.118
H: -14.076 1.057 8.032  0.155
H: -12.376 3.113 9.062  0.151
H: -11.700 -0.433 11.237  0.134
H: -10.400 1.782 11.878  0.083
H: -11.021 3.390 11.260  0.116
H: -9.912 2.495 10.264  0.088
C: -8.201 2.641 13.700  -0.048
C: -6.816 3.403 13.612  -0.117
N: -6.578 3.703 12.215  -0.068
C: -7.485 4.341 11.377  0.001
C: -6.822 4.486 10.153  0.005
N: -5.506 4.127 10.282  -0.079
C: -5.364 3.585 11.551  0.065
C: -4.468 4.154 9.273  0.029
H: -8.984 3.279 13.288  0.055
H: -8.482 2.644 14.753  0.063
H: -8.258 1.636 13.283  0.053
H: -6.014 2.796 14.030  0.127
H: -6.854 4.331 14.184  0.140
H: -8.524 4.499 11.623  0.120
H: -7.196 4.951 9.253  0.148
H: -4.445 3.229 11.993  0.169
H: -3.574 3.781 9.772  0.108
H: -4.241 5.157 8.910  0.126
H: -4.658 3.461 8.453  0.112
B: -10.277 -0.473 14.579  -1.487
F: -9.539 0.473 15.196  0.200
F: -10.203 -0.401 13.185  0.120
F: -9.995 -1.753 15.027  0.030
F: -11.558 -0.338 14.928  0.135
C: -11.340 0.116 18.731  -0.662
F: -11.126 0.255 20.031  0.178
F: -12.207 1.002 18.249  0.125
F: -10.232 0.278 18.078  0.135
S: -12.041 -1.736 18.499  0.554
O: -11.189 -2.610 19.380  -0.299
O: -13.381 -1.534 18.953  -0.265
O: -11.969 -2.071 17.082  -0.528

Forces on atoms 1 to 6 (eV/Å):
-0.85 0.27 2.77
-0.67 -0.72 1.42
0.62 -0.02 0.33
-0.61 0.32 0.34
2.73 0.55 0.84
-1.18 -1.21 -0.25

Calculated values
E: -103012.886 eV
orbital gap: 5.7 eV
charge: +5

The following is a DFT calculation (ωB97M-V with the def2-TZVPD basis set) of a 12-piece molecular cluster, C28H80N6O12 overall at a distorted geometry.

Last column: Löwdin charge in e.
Cartesian coordinates (Å):
N: 16.064 9.456 9.111  0.199
C: 16.036 8.183 8.886  -0.736
N: 17.126 7.659 9.339  0.177
O: 15.141 7.538 8.346  0.013
H: 15.270 9.989 8.785  0.062
H: 16.879 9.787 9.607  0.106
H: 17.920 8.258 9.515  0.114
H: 17.302 6.665 9.318  0.133
N: 13.195 13.540 8.359  0.200
C: 12.148 14.020 7.877  -0.776
N: 12.079 15.279 8.235  0.195
O: 11.481 13.404 7.051  0.010
H: 13.449 12.598 8.098  0.066
H: 13.786 14.093 8.963  0.091
H: 11.390 15.960 7.949  0.127
H: 12.749 15.536 8.945  0.057
N: 13.347 9.059 6.668  0.197
C: 13.183 10.313 6.976  -0.754
N: 12.270 10.852 6.263  0.203
O: 13.789 10.868 7.877  -0.011
H: 14.005 8.485 7.174  0.068
H: 12.722 8.590 6.027  0.122
H: 11.905 10.416 5.428  0.130
H: 12.128 11.809 6.556  0.061
C: 9.910 9.674 12.961  -0.045
C: 8.462 9.415 12.801  -0.585
C: 8.154 8.532 11.635  -0.056
O: 7.917 8.897 13.933  -0.014
H: 10.169 10.177 12.030  0.061
H: 10.541 8.789 13.051  0.092
H: 10.160 10.470 13.662  0.075
H: 7.860 10.303 12.608  0.135
H: 8.619 7.554 11.755  0.084
H: 8.456 9.057 10.729  0.073
H: 7.082 8.349 11.553  0.083
H: 8.624 8.340 14.267  0.092
C: 13.385 7.199 11.653  -0.052
C: 12.403 7.095 10.537  -0.489
C: 11.922 8.372 9.858  -0.035
O: 13.025 6.319 9.519  -0.066
H: 14.279 7.778 11.421  0.069
H: 13.590 6.179 11.979  0.095
H: 12.956 7.720 12.508  0.067
H: 11.530 6.529 10.862  0.133
H: 11.189 8.281 9.056  0.086
H: 12.794 8.928 9.513  0.061
H: 11.357 8.955 10.585  0.046
H: 13.811 6.852 9.382  0.013
C: 16.671 12.993 8.418  -0.022
C: 17.461 13.833 9.463  -0.483
C: 18.507 14.724 8.871  -0.050
O: 16.597 14.610 10.258  -0.070
H: 16.061 13.663 7.813  0.083
H: 16.032 12.246 8.888  0.045
H: 17.358 12.432 7.785  0.084
H: 17.986 13.127 10.106  0.130
H: 18.939 15.460 9.549  0.087
H: 18.078 15.330 8.073  0.086
H: 19.203 13.980 8.484  0.085
H: 16.980 14.625 11.138  0.043
C: 11.090 13.354 15.825  -0.043
C: 11.312 13.120 14.348  -0.531
C: 11.809 14.412 13.652  -0.040
O: 12.238 12.117 14.223  -0.046
H: 10.403 14.190 15.959  0.082
H: 12.036 13.641 16.283  0.080
H: 10.732 12.407 16.230  0.083
H: 10.397 12.842 13.826  0.125
H: 11.127 15.249 13.800  0.082
H: 11.834 14.340 12.565  0.060
H: 12.843 14.645 13.906  0.051
H: 12.446 11.954 13.301  0.041
C: 16.832 12.853 13.233  -0.043
C: 16.262 14.291 13.218  -0.455
C: 15.634 14.641 14.572  -0.039
O: 17.465 15.001 12.981  -0.074
H: 16.315 12.305 14.020  0.063
H: 17.886 12.812 13.510  0.090
H: 16.666 12.299 12.309  0.070
H: 15.500 14.462 12.458  0.111
H: 16.290 14.377 15.402  0.084
H: 14.736 14.054 14.764  0.069
H: 15.464 15.717 14.611  0.081
H: 18.055 14.983 13.739  0.104
C: 17.242 8.480 12.798  -0.047
C: 16.716 9.221 14.039  -0.488
C: 15.188 9.238 13.984  -0.059
O: 16.993 8.416 15.143  -0.052
H: 18.303 8.260 12.911  0.077
H: 17.099 9.164 11.961  0.053
H: 16.795 7.499 12.639  0.086
H: 17.129 10.212 14.222  0.117
H: 14.672 8.311 14.233  0.087
H: 14.906 9.566 12.984  0.052
H: 14.844 9.972 14.714  0.078
H: 16.806 8.892 15.955  0.094
C: 14.291 17.360 11.975  -0.021
C: 13.884 16.852 10.561  -0.539
C: 14.731 17.457 9.478  -0.054
O: 13.972 15.514 10.492  -0.071
H: 14.292 18.450 11.963  0.082
H: 15.290 17.052 12.285  0.070
H: 13.662 16.957 12.768  0.070
H: 12.920 17.311 10.340  0.140
H: 15.797 17.419 9.705  0.087
H: 14.592 18.537 9.520  0.080
H: 14.381 17.222 8.473  0.086
H: 14.909 15.316 10.556  0.047
C: 9.560 13.271 10.243  -0.027
C: 8.194 13.424 9.489  -0.446
C: 7.395 12.109 9.413  -0.062
O: 7.382 14.403 10.144  -0.061
H: 10.249 12.773 9.561  0.057
H: 9.454 12.617 11.108  0.067
H: 10.001 14.242 10.470  0.074
H: 8.285 13.747 8.452  0.127
H: 7.274 11.629 10.384  0.066
H: 7.998 11.427 8.814  0.081
H: 6.401 12.182 8.971  0.080
H: 6.514 13.999 10.213  0.068
C: 13.889 11.762 11.326  -0.160
O: 12.510 11.570 11.284  -0.101
H: 14.498 11.093 10.718  0.067
H: 14.119 12.787 11.035  0.071
H: 14.240 11.686 12.356  0.061
H: 12.276 11.819 10.386  0.066

Forces on atoms 1 to 6 (eV/Å):
-0.84 3.32 0.13
-1.36 -1.20 -0.95
4.24 -3.18 1.38
-0.53 -0.04 -0.27
-0.06 0.83 -0.08
-0.80 0.73 -0.21

Calculated values
E: -63844.296 eV
relative energy (zero: lowest compared OMol25 entry of this formula, charge and spin): 19.62 kcal per mole
SMILES string: NC(N)=O.NC(N)=O.NC(N)=O.CC(C)O.CC(C)O.CC(C)O.CC(C)O.CC(C)O.CC(C)O.CC(C)O.CC(C)O.CO
orbital gap: 9.3 eV

- The lowest orbital gap belongs to which entry?
  C31H55BCaF7N10O3S